ORCA calculation (ωB97M-V/def2-TZVPD) on a molecular structure, C29H36AsAuF3O6SSe at a distorted geometry.

Structure (XYZ):
```
78
Properties=species:S:1:pos:R:3
C -5.402 1.520 2.519
C 0.743 3.979 2.110
O 3.316 -2.068 0.150
H -0.094 -5.448 -2.186
C -2.429 -3.529 -0.671
S 2.263 -1.167 -4.469
C -4.433 0.727 1.912
H -2.533 -2.526 -0.267
H 4.199 -3.589 -0.947
As 2.798 0.757 -0.871
C 1.116 4.071 -0.630
H 1.225 6.197 -0.397
H 3.377 1.779 1.363
C 1.001 1.565 -0.792
H -7.161 3.128 3.613
F 2.609 1.473 -4.614
O 1.606 -1.436 -5.710
C -3.315 -5.713 -1.156
C -5.195 2.869 2.775
F 3.710 0.356 -6.100
O -0.238 -1.764 -0.850
C -2.981 2.666 1.793
C -4.737 -0.723 1.655
O 1.050 -3.333 -1.712
O 1.368 -0.657 -3.397
H 4.363 0.319 1.024
H 1.245 4.111 -1.707
H -3.792 4.477 2.585
H -1.971 -7.078 -2.130
H 2.702 0.127 1.554
C -0.084 -2.912 -1.252
C 5.187 -3.267 0.919
C 3.909 -3.345 0.085
H -6.349 1.068 2.801
C -2.100 -6.084 -1.718
C 3.297 0.339 -4.834
H 2.095 -4.512 -0.015
C -1.687 3.326 1.417
H -5.701 -0.996 2.090
C 2.986 -4.440 0.605
H -5.906 4.078 4.414
H 0.581 3.936 3.179
C -1.049 -5.181 -1.754
C 0.954 2.834 -0.009
H 0.351 0.794 -0.364
Se -1.873 0.216 0.697
C -6.252 3.707 3.445
H -1.687 4.380 1.704
H 0.697 1.707 -1.830
H 5.747 -4.200 0.844
H 0.901 6.121 2.058
C 0.917 5.205 1.481
C 3.879 2.231 -1.541
H 4.921 1.920 -1.592
H -1.505 3.251 0.343
H -4.766 -0.928 0.582
H -6.513 4.578 2.839
H 3.497 -5.405 0.603
H 2.683 -4.202 1.627
H 3.544 2.532 -2.531
O 3.229 -2.128 -3.996
H 4.932 -3.092 1.967
C -1.212 -3.901 -1.231
C 1.100 5.246 0.106
H 0.611 1.852 1.862
C -3.976 3.422 2.401
H -4.423 -4.145 -0.194
C -3.477 -4.437 -0.633
H -4.137 -6.419 -1.128
H -3.960 -1.365 2.073
C 0.763 2.807 1.371
H 3.756 3.046 -0.831
C -3.196 1.294 1.543
C 3.369 0.763 0.976
F 4.386 0.381 -4.047
Au 2.188 -1.552 -1.452
H 5.815 -2.445 0.573
H -0.848 2.828 1.905
```

Its spin multiplicity is 1. As for the frontier orbital gap (spin up / spin down): 4.29 / 2.62 eV. For the HOMO energy (spin up / spin down), the calculation gives -3.82 / -3.02 eV. The calculation puts the LUMO energy (spin up / spin down) at 0.467 / -0.396 eV. As for the charge: -1.